# 1
9
Properties=species:S:1:pos:R:3:nbo_charge:R:1 method="wB97M-V/def2-TZVPD" relative_energy_kj_mol=68.1 e_lumo_ev=0.96 homo_lumo_gap_ev=11.21
C 1.160 1.054 0.780 -0.85
H 0.305 0.928 0.118 0.21
H 1.248 2.124 0.947 0.22
H 2.043 0.703 0.247 0.21
H 1.051 0.489 1.699 0.21
O -2.015 -0.475 -1.547 -0.49
C -1.451 -1.330 -0.938 0.28
H -0.694 -1.096 -0.176 0.11
H -1.647 -2.396 -1.130 0.10

***

# 2
10
Properties=species:S:1:pos:R:3:nbo_charge:R:1 method="wB97M-V/def2-TZVPD" relative_energy_kj_mol=542.6 e_lumo_ev=0.70 homo_lumo_gap_ev=7.93
O -1.333 1.306 -0.307 -0.72
C -0.839 0.012 -0.099 0.19
C 0.834 -1.014 0.375 -0.47
O 0.839 0.428 -0.235 -0.65
H -1.066 1.598 -1.190 0.47
H -1.274 -0.299 0.842 0.20
H -1.013 -0.654 -0.936 0.19
H 1.291 -0.902 1.367 0.14
H 1.532 -1.558 -0.272 0.15
H 1.029 1.082 0.455 0.49

***

# 3
10
Properties=species:S:1:pos:R:3:nbo_charge:R:1 method="wB97M-V/def2-TZVPD" relative_energy_kj_mol=134.9 e_lumo_ev=0.90 homo_lumo_gap_ev=9.92
C -0.693 -0.002 1.063 -0.50
C 0.341 -0.739 0.763 0.12
O 0.445 -1.506 -0.355 -0.67
O 0.769 1.617 -0.783 -0.95
H 0.768 2.530 -0.525 0.47
H -0.762 0.543 2.047 0.21
H -1.454 0.192 0.322 0.20
H 1.078 -0.912 1.407 0.17
H -0.297 -1.280 -0.903 0.47
H 1.399 1.084 -0.229 0.48

***

# 4
12
Properties=species:S:1:pos:R:3:nbo_charge:R:1 method="wB97M-V/def2-TZVPD" relative_energy_kj_mol=396.8 e_lumo_ev=3.91 charge=-1 homo_lumo_gap_ev=7.01
C 1.278 0.617 0.371 -0.63
C 0.887 -0.492 -0.597 -0.67
O -3.408 -0.275 0.684 -1.05
O -2.095 1.345 -0.987 -1.03
P -0.854 -1.211 -0.276 0.24
S -2.016 0.565 0.270 1.19
H 1.138 1.490 -0.197 0.22
H 0.883 0.452 1.443 0.21
H 2.358 0.501 0.472 0.18
H 1.529 -1.299 -0.631 0.20
H 0.735 -0.040 -1.607 0.21
H -0.435 -1.654 1.056 -0.07

***

# 5
11
Properties=species:S:1:pos:R:3:mulliken_spin:R:1 method="wB97M-V/def2-TZVPD" relative_energy_kj_mol=13.6 multiplicity=4 e_lumo_ev="-11.72 / -9.71" charge=+2 homo_lumo_gap_ev="4.46 / 9.85"
O 1.535 1.144 1.789 -0.04
O 0.483 0.385 -1.132 0.02
H 0.435 1.052 -1.829 0.00
Pr 2.626 0.306 0.042 2.34
H 1.072 1.972 1.909 0.00
C -0.772 0.174 -0.543 0.57
C -0.927 -1.159 0.081 0.02
H -1.581 0.667 -1.082 0.03
H -0.368 -1.948 -0.456 0.03
H -0.513 -1.172 1.103 0.03
H -1.991 -1.421 0.118 0.00

***

# 6
11
Properties=species:S:1:pos:R:3:nbo_charge:R:1 method="wB97M-V/def2-TZVPD" relative_energy_kj_mol=34.9 e_lumo_ev=0.80 homo_lumo_gap_ev=10.01
C -1.192 1.153 -0.175 -0.70
S -1.577 -0.635 -0.337 -0.07
H -0.922 1.508 0.808 0.23
H -0.441 1.339 -0.937 0.23
H -2.066 1.711 -0.505 0.21
H -2.429 -0.647 0.693 0.13
O 1.289 0.178 0.645 -0.60
C 2.023 -0.619 0.110 0.63
O 1.599 -1.844 -0.227 -0.69
H 3.099 -0.373 0.157 0.13
H 0.618 -1.771 -0.231 0.51

***

# 7
12
Properties=species:S:1:pos:R:3:nbo_charge:R:1 method="wB97M-V/def2-TZVPD" relative_energy_kj_mol=66.8 e_lumo_ev=0.57 homo_lumo_gap_ev=9.39
C 1.730 -1.205 0.976 -0.77
S 1.916 0.541 0.515 0.08
S 3.139 0.586 -1.028 -0.12
H 2.692 -1.784 1.168 0.23
H 0.971 -1.228 1.838 0.24
H 1.294 -1.695 0.082 0.22
H 2.268 0.959 -1.983 0.12
O -3.145 1.901 -0.944 -0.59
C -2.613 0.851 -0.627 0.63
O -2.783 0.138 0.449 -0.66
H -2.100 0.355 -1.496 0.12
H -3.369 0.581 1.048 0.50

***

# 8
12
Properties=species:S:1:pos:R:3:nbo_charge:R:1 method="wB97M-V/def2-TZVPD" relative_energy_kj_mol=427.4 e_lumo_ev=-0.54 homo_lumo_gap_ev=8.45
C 0.597 0.860 0.406 0.17
C -0.602 0.862 -0.404 0.17
O 0.784 1.338 1.504 -0.49
O -0.791 1.347 -1.498 -0.49
Si 1.926 -0.347 -0.357 0.73
Si -1.924 -0.357 0.355 0.73
H 1.534 -1.708 0.011 -0.14
H 1.907 -0.168 -1.804 -0.14
H 3.184 0.042 0.267 -0.13
H -1.498 -1.719 0.029 -0.14
H -3.174 -0.007 -0.307 -0.13
H -1.941 -0.143 1.797 -0.14

***

# 9
11
Properties=species:S:1:pos:R:3:nbo_charge:R:1 method="wB97M-V/def2-TZVPD" relative_energy_kj_mol=188.8 e_lumo_ev=0.72 homo_lumo_gap_ev=11.46
C -0.496 0.793 1.301 -0.25
O -0.585 0.326 0.001 -0.52
H 1.459 1.016 -1.010 -0.01
H 0.550 1.091 1.517 0.19
H -1.145 1.684 1.402 0.20
H -0.819 0.035 2.042 0.20
C -0.074 -0.890 -0.411 1.00
O -0.443 -1.352 -1.624 -0.70
O 0.552 -1.596 0.362 -0.64
H -0.125 -2.217 -1.920 0.52
H 1.126 1.110 -1.659 0.01

***

# 10
11
Properties=species:S:1:pos:R:3:nbo_charge:R:1 method="wB97M-V/def2-TZVPD" relative_energy_kj_mol=184.6 e_lumo_ev=0.41 homo_lumo_gap_ev=10.81
C -1.585 0.336 -0.107 -0.27
O -0.504 0.770 0.804 -0.77
H -1.819 -0.694 0.220 0.18
H -1.200 0.225 -1.184 0.20
H -2.429 1.028 -0.073 0.19
H -0.909 1.109 1.590 0.48
O 2.936 -1.520 0.108 -0.53
C 1.905 -0.982 -0.228 0.66
O 1.658 0.165 -0.978 -0.75
H 0.904 -1.193 0.216 0.08
H 1.045 0.756 -0.369 0.52

***

# 11
11
Properties=species:S:1:pos:R:3:nbo_charge:R:1 method="wB97M-V/def2-TZVPD" relative_energy_kj_mol=404.6 e_lumo_ev=0.76 homo_lumo_gap_ev=8.66
C -1.083 -0.596 -0.166 -0.21
C 1.203 -0.272 -0.162 0.47
O -1.587 0.680 0.179 -0.76
O 1.438 0.216 1.083 -0.75
O 1.563 0.633 -1.029 -0.66
H -1.352 -0.959 -1.139 0.15
H -1.307 -1.319 0.596 0.14
H 1.434 -1.259 -0.296 0.16
H -2.515 0.750 -0.091 0.47
H 0.658 0.713 1.471 0.51
H 1.549 1.413 -0.445 0.49

***

# 12
11
Properties=species:S:1:pos:R:3:mulliken_spin:R:1 method="wB97M-V/def2-TZVPD" relative_energy_kj_mol=322.6 multiplicity=3 e_lumo_ev="0.72 / -2.78" homo_lumo_gap_ev="5.66 / 8.24"
C 1.069 0.515 -0.158 0.08
C -0.308 -0.233 -0.282 0.00
O -0.003 -1.842 0.088 0.10
O -2.537 0.069 -0.269 0.77
O -1.373 0.202 0.406 0.90
H 1.222 0.847 0.929 -0.01
H 1.827 -0.141 -0.531 0.00
H 1.051 1.441 -0.795 0.00
H -0.706 -0.248 -1.347 0.00
H -0.713 -2.045 0.654 0.00
H -3.160 0.769 0.204 0.16